i:
Density functional theory data (ωB97M-V with the def2-TZVPD basis set) for a 2-piece molecular cluster, C3H11N3 overall.

ORCA input file:
```
! wB97M-V def2-TZVPD RIJCOSX def2/J DEFGRID3
* xyz 0 1
H -3.10930 -3.24302 1.04952
N -3.14376 -3.16060 0.03314
C -2.90154 -1.95284 -0.32061
N -3.39937 -1.47419 -1.48836
H -2.40141 -1.16222 0.25233
H -3.01747 -0.59383 -1.78288
H -4.04301 -2.05610 -1.99204
C 1.83168 0.27598 0.29431
C 2.43529 1.71463 -0.05882
N 2.24453 2.70654 0.98802
H 1.42240 -0.22157 -0.58521
H 1.28380 0.25649 1.23614
H 2.69073 -0.34143 0.56188
H 1.74788 1.98886 -0.87141
H 3.46607 1.62805 -0.39908
H 1.79321 2.44000 1.84897
H 3.10027 3.19525 1.23409
*
```

Values from the calculation:
SMILES: [H]/N=C/N.CCN
Frontier orbital gap in Eh: 0.3582



ii:
Density functional theory data (ωB97M-V with the def2-TZVPD basis set) for a 2-piece molecular cluster, C3H11N3 overall.

ORCA input file:
```
! wB97M-V def2-TZVPD RIJCOSX def2/J DEFGRID3
* xyz 0 1
C 1.01110 -1.93939 -0.73051
N 1.57754 -2.66483 -1.58752
C 0.84994 -3.84320 -2.10117
H 1.59889 -0.99509 -0.40953
H 0.02840 -2.09851 -0.13690
H 0.47035 -4.50723 -1.45322
H 1.66507 -4.21730 -2.80377
H -0.00313 -3.55224 -2.70851
N 0.14482 3.73148 1.37782
C -0.80519 2.76996 0.91586
N -1.22631 1.68501 1.75396
H -0.21119 4.69158 1.53516
H 0.15031 3.42341 2.34132
H -1.82326 3.16308 0.63514
H -0.58880 2.14365 -0.08818
H -0.69421 0.81453 1.79451
H -2.14435 1.39510 1.66555
*
```

Values from the calculation:
SMILES: C=NC.NCN
Frontier orbital gap in Eh: 0.3661



iii:
Density functional theory data (ωB97M-V with the def2-TZVPD basis set) for a 2-piece molecular cluster, C3H11N3 overall.

ORCA input file:
```
! wB97M-V def2-TZVPD RIJCOSX def2/J DEFGRID3
* xyz 0 1
H -1.38368 -1.85216 3.76209
N -0.48146 -1.60842 3.27229
C -0.67691 -0.91056 2.18873
N 0.38261 -0.28948 1.66935
H -1.66455 -0.92302 1.71065
H 0.52054 0.47836 0.93243
H 1.15156 -0.32821 2.39811
C 1.55365 0.78920 -1.44460
N 0.24866 0.22371 -1.16718
C -1.13493 0.55291 -1.83313
H 1.53202 1.24936 -2.53096
H 2.23300 -0.08883 -1.48245
H 1.93897 1.43375 -0.62406
H 0.27221 -0.78325 -1.09871
H -1.14825 0.85380 -2.86648
H -1.88791 -0.22121 -1.60140
H -1.45553 1.42406 -1.28468
*
```

Values from the calculation:
SMILES: [H]/N=C/N.CNC
Frontier orbital gap in Eh: 0.3407



Most stable of them? i.



i:
Density functional theory data (ωB97M-V with the def2-TZVPD basis set) for a 2-piece molecular cluster, C3H11N3 overall.

ORCA input file:
```
! wB97M-V def2-TZVPD RIJCOSX def2/J DEFGRID3
* xyz 0 1
C 1.59862 -0.05591 -2.68612
N 0.93241 -0.06947 -1.62617
C -0.44866 -0.88504 -1.61253
H 2.70127 -0.01171 -2.77936
H 1.23768 -0.07001 -3.83526
H -1.15173 -0.73083 -0.78265
H -0.86439 -0.41224 -2.54373
H -0.09965 -1.92690 -1.89614
N 0.13844 -0.15474 2.72906
C -1.01199 0.39038 1.81298
N -0.33887 1.37067 0.96407
H 0.14314 0.28217 3.65314
H 0.12526 -1.21754 3.02981
H -1.82318 0.80431 2.43493
H -1.54858 -0.40451 1.20582
H 0.40875 1.06742 0.32158
H 0.00149 2.02395 1.61057
*
```

Values from the calculation:
SMILES: C=NC.NCN
Frontier orbital gap in Eh: 0.3579



ii:
Density functional theory data (ωB97M-V with the def2-TZVPD basis set) for a 2-piece molecular cluster, C3H11N3 overall.

ORCA input file:
```
! wB97M-V def2-TZVPD RIJCOSX def2/J DEFGRID3
* xyz 0 1
C -3.05386 -0.51483 -1.12772
C -2.40300 -1.56905 -0.68219
N -2.15294 -1.84122 0.70187
H -3.33317 0.29702 -0.46025
H -3.59555 -0.42824 -2.05194
H -2.13595 -2.47147 -1.21383
H -2.12314 -0.93039 1.16832
H -1.28443 -2.32733 0.89419
N 1.50202 2.17674 0.21820
C 2.64420 1.34312 -0.01667
N 2.53521 -0.00281 0.53422
H 0.69725 1.90633 -0.34751
H 1.20226 2.13041 1.18324
H 2.75928 1.23262 -1.09705
H 3.57497 1.77922 0.34386
H 3.39752 -0.40450 0.87185
H 1.76934 -0.37564 1.08140
*
```

Values from the calculation:
SMILES: C=CN.NCN
Frontier orbital gap in Eh: 0.3503



Most stable of them? ii.



i:
Density functional theory data (ωB97M-V with the def2-TZVPD basis set) for a 2-piece molecular cluster, C3H11N3 overall.

ORCA input file:
```
! wB97M-V def2-TZVPD RIJCOSX def2/J DEFGRID3
* xyz 0 1
C -1.65965 2.47818 0.71575
C -0.36121 2.49294 1.05117
N 0.66008 3.15169 0.37211
H -2.12549 3.24042 0.08797
H -2.38137 2.04555 1.40183
H -0.10690 2.13571 2.04344
H 0.66076 3.06795 -0.63180
H 1.55467 2.79330 0.67333
N 0.71186 -1.43076 -0.00953
C 0.01572 -2.22457 -0.99526
N 0.72030 -3.51307 -1.29087
H 0.72330 -1.90894 0.88759
H 0.37080 -0.52553 0.31557
H -0.08444 -1.77798 -1.97832
H -0.97934 -2.59862 -0.70509
H 0.58032 -4.04962 -0.44455
H 1.70061 -3.37665 -1.49333
*
```

Values from the calculation:
SMILES: C=CN.NCN
Frontier orbital gap in Eh: 0.3480



ii:
Density functional theory data (ωB97M-V with the def2-TZVPD basis set) for a 2-piece molecular cluster, C3H11N3 overall.

ORCA input file:
```
! wB97M-V def2-TZVPD RIJCOSX def2/J DEFGRID3
* xyz 0 1
H 1.62025 -3.74192 -3.80023
N 0.84717 -3.91460 -3.17142
C 0.84336 -3.19882 -2.13126
N 0.29612 -3.60603 -0.91429
H 1.08712 -2.12788 -2.07526
H 0.46061 -2.85347 -0.27135
H -0.49636 -4.20672 -1.07849
C -1.49588 2.34022 0.68500
N -0.18353 1.80530 1.01815
C 0.56714 2.63014 1.96246
H -2.02419 2.77951 1.53663
H -2.09268 1.54968 0.24647
H -1.43048 3.14617 -0.05318
H -0.35931 0.87771 1.38164
H -0.03260 3.44907 2.36050
H 0.92268 2.05761 2.82475
H 1.47060 3.01402 1.47987
*
```

Values from the calculation:
SMILES: [H]/N=C/N.CNC
Frontier orbital gap in Eh: 0.3541



Most stable of them? i.